[1]
The following is a DFT calculation (ωB97M-V with the def2-TZVPD basis set) of 2 unconnected molecules or ions with the total composition H2I2NP at a distorted geometry.

Properties
* energy relative to the best compared isomer or geometry (same formula, charge and spin): 67.0 kcal per mole
* orbital gap: 7.01 eV
* LUMO energy: -1.66 eV
* HOMO energy: -0.3185 Ha
* total charge: 0

Each line ends with the natural charge from an NBO analysis.
Cartesian coordinates (Å):
N 1.3477 0.5360 -0.0118  -0.888
P -1.3193 0.0893 0.0996  0.310
I -1.6228 -1.1598 2.1157  -0.027
I -1.1806 -1.5976 -1.6249  -0.049
H 1.3488 1.4490 0.4367  0.327
H 1.4262 0.6831 -1.0153  0.327

[2]
The following is a DFT calculation (ωB97M-V with the def2-TZVPD basis set) of 4 unconnected molecules or ions with the total composition C3H15NO3 at a distorted geometry.

Properties
* energy relative to the best compared isomer or geometry (same formula, charge and spin): 25.0 kcal per mole
* orbital gap: 9.81 eV
* LUMO energy: 0.55 eV
* SMILES: CN(C)C.O.O.O
* HOMO energy: -0.3404 Ha
* total charge: 0

Each line ends with the natural charge from an NBO analysis.
Cartesian coordinates (Å):
C 1.0240 1.3395 0.7562  -0.417
N 0.6706 1.3659 -0.6581  -0.470
C 1.8075 1.1018 -1.5051  -0.425
C -0.0408 2.5885 -1.0197  -0.414
H 1.6479 0.4566 0.9147  0.211
H 1.6144 2.2198 1.0233  0.171
H 0.1576 1.2396 1.3963  0.210
H 1.5032 1.1722 -2.5445  0.201
H 2.2575 0.1354 -1.2766  0.212
H 2.5844 1.8933 -1.5650  0.170
H -0.5342 2.5213 -1.9946  0.206
H -0.8678 2.6800 -0.3009  0.202
H 0.6004 3.4648 -0.8826  0.176
O -2.8795 -1.3566 1.8797  -0.946
H -2.3989 -1.5591 1.0635  0.483
H -3.2035 -0.4546 1.8085  0.462
O -0.4797 -1.2551 -0.9123  -1.005
H -1.1673 -1.2396 -1.5801  0.474
H -0.0790 -0.3627 -0.8258  0.501
O 0.3744 -3.0421 1.2807  -0.956
H 0.4243 -4.0036 1.2345  0.462
H 0.2782 -2.7497 0.3638  0.490

[3]
The following is a DFT calculation (ωB97M-V with the def2-TZVPD basis set) of 3 unconnected molecules or ions with the total composition C4H10NO2S at a distorted geometry.

Properties
* energy relative to the best compared isomer or geometry (same formula, charge and spin): 86.9 kcal per mole
* orbital gap: 8.54 eV
* LUMO energy: -4.24 eV
* HOMO energy: -0.4696 Ha
* total charge: +1

Each line ends with the natural charge from an NBO analysis.
Cartesian coordinates (Å):
C 2.3123 2.5200 0.0310  0.093
C 1.0621 2.2698 0.1794  0.413
C -0.0890 -2.3784 -0.6143  -0.743
C 0.6996 -1.3394 -0.0966  0.499
N -0.1258 2.1087 0.4958  -0.609
O 3.2734 1.8471 0.6298  -0.604
O 0.3374 -0.1974 -0.0108  -0.619
S -3.2735 -0.2533 -0.2108  -0.318
H 2.4768 3.3269 -0.7364  0.252
H 0.0887 -2.5643 -1.6603  0.277
H -0.0271 -3.2626 0.0135  0.251
H -1.1511 -2.1061 -0.4386  0.224
H 1.6977 -1.8660 0.0617  0.129
H -0.5495 2.3781 1.3863  0.439
H -0.6935 1.3368 0.0370  0.480
H -4.3575 -0.1366 -0.9151  0.171
H 4.0996 2.0161 0.2121  0.511
H -3.1732 -1.5080 0.1554  0.154

[4]
The following is a DFT calculation (ωB97M-V with the def2-TZVPD basis set) of 2 unconnected molecules or ions with the total composition C6H12O2 at a distorted geometry.

Properties
* <S²>: 0.771
* energy relative to the best compared isomer or geometry (same formula, charge and spin): 45.4 kcal per mole
* orbital gap (spin up / spin down): 9.71 / 7.21 eV
* spin multiplicity: 2
* LUMO energy (spin up / spin down): -4.33 / -7.46 eV
* HOMO energy (spin up / spin down): -0.5159 / -0.5391 Ha
* total charge: +1

Each line ends with the Löwdin spin population.
Cartesian coordinates (Å):
C 0.5252 0.6502 -2.9135  0.038
C 0.0931 0.6431 -1.4298  0.243
C 0.8676 0.0144 -0.5374  0.090
C 0.5070 0.1877 0.8837  0.213
C 0.8672 -0.6812 1.8584  0.204
O 1.4684 -1.8749 1.4597  0.120
C 0.2247 -0.5552 3.2184  0.029
H -0.3792 0.9531 -3.5018  0.001
H 1.4103 1.1631 -3.1924  0.012
H 0.7208 -0.5538 -3.0031  0.014
H -0.7535 1.2385 -1.0485  0.008
H 1.6032 -0.6913 -0.6582  0.002
H 0.2991 1.2529 1.1893  0.005
H 1.4724 -2.5120 2.2362  0.000
H 0.5988 -1.1975 3.8616  0.001
H -0.8385 -0.6660 3.0015  0.013
H 0.4060 0.4320 3.6362  0.005
H -2.9082 0.6456 -0.9181  0.000
H -2.8156 0.9844 -2.3541  0.000
O -3.3687 0.5669 -1.7882  0.001

[5]
The following is a DFT calculation (ωB97M-V with the def2-TZVPD basis set) of a molecular structure, C29H39GeO6Ti at a distorted geometry.

Properties
* <S²>: 3.755
* energy relative to the best compared isomer or geometry (same formula, charge and spin): 7.6 kcal per mole
* orbital gap (spin up / spin down): 8.12 / 5.78 eV
* spin multiplicity: 4
* LUMO energy (spin up / spin down): -4.44 / -6.79 eV
* HOMO energy (spin up / spin down): -0.4615 / -0.4619 Ha
* total charge: +2

Each line ends with the Löwdin spin population.
Cartesian coordinates (Å):
Ti 1.5244 -0.0851 0.6499  1.933
C 2.3570 2.7720 0.5375  0.013
C 3.7577 2.3032 0.8674  0.002
O 3.6622 0.8802 1.0419  0.018
C 4.8870 0.2347 1.3956  0.000
C 4.6364 -1.2494 1.2455  0.002
O 3.3062 -1.5883 1.6514  0.008
C 3.1006 -1.6282 3.0800  0.002
C 2.3688 -0.4078 3.5949  0.006
O 1.2036 -0.0999 2.7924  0.043
C 0.0393 -0.9516 3.0111  0.015
C -0.0035 -2.2056 2.1054  0.012
O 0.7119 -1.8691 0.8757  0.045
C 0.7024 -2.6786 -0.3432  0.011
C 1.8240 -2.1386 -1.2551  0.011
O 1.6424 -0.6908 -1.3472  0.067
C 2.6591 0.1728 -1.9397  0.013
C 2.2178 1.6235 -1.6789  0.010
O 1.7235 1.7832 -0.3135  0.053
H 2.3432 3.7494 0.0583  0.001
H 1.7469 2.8079 1.4364  0.003
H 4.1120 2.7832 1.7818  0.001
H 4.4716 2.5132 0.0682  0.000
H 5.1613 0.5169 2.4156  0.000
H 5.6893 0.5549 0.7270  0.000
H 5.3661 -1.8279 1.8132  0.000
H 4.7119 -1.5471 0.2007  0.000
H 4.0571 -1.7196 3.5989  0.000
H 2.5361 -2.5372 3.2789  0.000
H 2.9878 0.4838 3.5450  0.000
H 2.0660 -0.5578 4.6314  0.000
H -0.8126 -0.3235 2.7855  0.004
H -0.0121 -1.2364 4.0614  0.001
H -1.0377 -2.4559 1.8715  0.000
H 0.4894 -3.0615 2.5622  0.000
H 0.8907 -3.7211 -0.0926  0.001
H -0.2706 -2.5806 -0.8211  0.001
H 1.7604 -2.5877 -2.2450  0.001
H 2.7963 -2.3563 -0.8123  0.001
H 2.7150 0.0090 -3.0161  0.001
H 3.6261 -0.0469 -1.4861  0.001
H 1.3911 1.8770 -2.3380  0.001
H 3.0421 2.3099 -1.8651  0.000
C -1.1591 2.4121 0.6901  0.098
Ge -1.1342 0.6724 -0.1800  0.374
C -2.4477 -0.4860 0.6281  0.059
C -2.9103 -1.5929 -0.0926  0.025
C -3.9023 -2.4161 0.4282  -0.002
C -4.4390 -2.1453 1.6809  0.026
C -4.0065 -1.0359 2.3991  0.000
C -3.0161 -0.2144 1.8754  0.024
C -1.6402 0.7210 -2.0585  0.062
C -0.8185 0.3012 -3.0758  0.004
C -1.2368 0.2748 -4.4294  0.000
C -2.5007 0.6524 -4.7498  -0.001
C -3.4017 1.0890 -3.7439  0.003
C -4.7209 1.4798 -4.0954  0.001
C -5.5977 1.9076 -3.1482  0.000
C -5.1877 1.9788 -1.7970  0.000
C -3.9265 1.6125 -1.4335  0.004
C -2.9845 1.1393 -2.3912  0.015
H -2.2025 2.6630 0.8887  0.015
H -0.7358 3.1553 0.0165  0.001
H -0.6176 2.4252 1.6366  0.003
H -2.5322 -1.7924 -1.0904  0.001
H -4.2699 -3.2560 -0.1478  -0.001
H -5.2071 -2.7875 2.0920  0.001
H -4.4516 -0.8051 3.3588  0.000
H -2.7227 0.6689 2.4358  0.002
H 0.1726 -0.0594 -2.8559  0.001
H -0.5512 -0.0560 -5.1993  0.000
H -2.8439 0.6229 -5.7774  0.000
H -5.0140 1.4382 -5.1375  0.000
H -6.6028 2.1981 -3.4234  0.000
H -5.8813 2.3311 -1.0439  0.000
H -3.6573 1.6817 -0.3901  0.002

[6]
The following is a DFT calculation (ωB97M-V with the def2-TZVPD basis set) of 6 unconnected molecules or ions with the total composition C36H33BBrO11 at a distorted geometry.

Properties
* orbital gap: 4.64 eV
* LUMO energy: -0.32 eV
* HOMO energy: -0.1825 Ha
* total charge: -1

Each line ends with the Mulliken charge.
Cartesian coordinates (Å):
C -5.2959 3.6012 -2.9514  -1.533
C -6.1623 3.1794 -1.7771  0.954
C -7.4963 2.5823 -2.2098  -1.494
C -5.4610 2.2323 -0.7536  -1.066
B -4.1924 1.3301 -1.2935  0.278
C -4.5422 0.3425 -2.5871  -0.253
C -3.5818 0.2450 -3.7518  0.369
O -3.7007 -0.5622 -4.6424  -0.566
Br -2.0320 1.4682 -3.9274  -0.257
H -5.2585 2.8387 -3.7242  0.184
H -4.2806 3.8493 -2.6654  0.331
H -5.7250 4.4889 -3.4212  0.518
H -6.4104 4.0929 -1.2314  0.331
H -7.4282 1.5336 -2.4868  0.266
H -7.9712 3.1456 -3.0143  0.395
H -8.1793 2.6299 -1.3640  0.379
H -5.0708 2.8679 0.0441  0.036
H -6.2453 1.6342 -0.2796  0.368
H -3.2392 2.0717 -1.4694  -0.159
H -3.8795 0.5971 -0.3808  -0.348
H -4.7469 -0.6786 -2.2861  0.361
H -5.4604 0.7124 -3.0420  -0.077
C -1.0490 0.5439 0.3166  0.353
C 0.2167 0.9389 0.1917  -0.883
C 0.9456 1.5450 1.3245  0.021
O 2.1084 1.9004 1.2132  -0.726
C 0.2172 1.7043 2.6080  -0.201
C -1.0484 1.3150 2.7359  -0.427
C -1.7813 0.6954 1.5987  0.308
O -2.9261 0.3312 1.6976  -0.550
H -1.6067 0.1027 -0.4997  0.415
H 0.7638 0.8369 -0.7357  0.726
H 0.7723 2.1539 3.4232  0.467
H -1.5993 1.4233 3.6618  0.433
C 1.5747 -4.2308 0.8346  -0.377
C 1.0720 -3.4169 -0.0895  -0.522
C 1.7824 -2.1751 -0.4818  0.430
O 1.3327 -1.4258 -1.3201  -0.571
C 3.0692 -1.8714 0.1905  -0.180
C 3.5696 -2.6875 1.1143  -0.503
C 2.8620 -3.9288 1.5049  0.334
O 3.3217 -4.6770 2.3470  -0.626
H 1.0759 -5.1420 1.1391  0.453
H 0.1339 -3.6154 -0.5924  0.473
H 3.5645 -0.9569 -0.1141  0.553
H 4.5059 -2.4877 1.6192  0.449
C 2.4553 -1.2801 -4.0763  -0.068
C 2.3532 -1.9404 -5.2285  -0.574
C 3.2244 -1.6214 -6.3846  0.329
O 3.1316 -2.2222 -7.4346  -0.570
C 4.2210 -0.5349 -6.2110  -0.358
C 4.3279 0.1264 -5.0628  -0.497
C 3.4552 -0.1942 -3.9036  0.378
O 3.5658 0.4086 -2.8579  -0.525
H 1.8232 -1.5002 -3.2184  0.650
H 1.6329 -2.7348 -5.3775  0.443
H 4.8477 -0.3179 -7.0668  0.397
H 5.0484 0.9211 -4.9156  0.416
C 0.4264 7.6696 1.3294  -0.402
C -0.6438 6.8807 1.3685  -0.479
C -0.5098 5.4010 1.3328  0.232
O -1.4825 4.6824 1.3707  -0.459
C 0.8621 4.8397 1.2526  0.161
C 1.9309 5.6305 1.2146  -0.322
C 1.7981 7.1065 1.2507  0.311
O 2.7716 7.8316 1.2184  -0.574
H 0.3525 8.7496 1.3536  0.399
H -1.6522 7.2706 1.4273  0.431
H 0.9452 3.7590 1.2266  0.246
H 2.9381 5.2370 1.1556  0.478
C 4.5133 -7.1863 4.7251  -0.459
C 3.6139 -6.2150 4.8687  -0.289
C 2.8468 -6.0676 6.1315  0.344
O 2.0246 -5.1881 6.2717  -0.549
C 3.1206 -7.0386 7.2228  -0.375
C 4.0199 -8.0065 7.0736  -0.402
C 4.7883 -8.1559 5.8114  0.336
O 5.6096 -9.0399 5.6810  -0.553
H 5.0839 -7.3137 3.8136  0.430
H 3.4048 -5.4978 4.0761  0.795
H 2.5501 -6.9115 8.1343  0.411
H 4.2350 -8.7250 7.8545  0.401